Molecular formula: C24H48AsF5PRuSSi3
Method: DFT, the ωB97M-V functional and the def2-TZVPD basis

Geometry as ORCA input:
```
! wB97M-V def2-TZVPD RIJCOSX def2/J DEFGRID3
* xyz 3 5
Ru 0.7365 -0.2034 0.1154
F 4.7853 -0.4518 5.6178
C 4.0609 -0.8110 4.6044
C 3.1034 0.0817 4.0901
F 2.9386 1.2659 4.6375
C 2.3591 -0.3024 3.0137
F 1.4649 0.5664 2.5079
C 2.5046 -1.5668 2.4064
S 1.5111 -2.1219 1.1221
C 3.4758 -2.4427 2.9544
F 3.6461 -3.6257 2.4147
C 4.2456 -2.0711 4.0316
F 5.1489 -2.8830 4.5234
C 1.9833 3.3341 -3.4043
C 0.8677 2.8669 -2.4668
C -0.3207 2.3300 -3.2707
P 1.4352 1.6845 -1.1688
C 2.7258 0.4821 -1.7191
C 4.1284 1.0243 -2.0076
C 2.1718 -0.3773 -2.8634
C 2.1853 2.7048 0.1849
C 3.0605 3.8785 -0.2693
C 1.0575 3.2320 1.0840
H 1.5847 4.1402 -4.0230
H 2.2958 2.5368 -4.0794
H 2.8552 3.7244 -2.8868
H 0.5241 3.7124 -1.8611
H 0.0161 1.6371 -4.0444
H -0.8242 3.1564 -3.7746
H -1.0467 1.8261 -2.6380
H 2.8479 -0.1893 -0.8288
H 4.1143 1.7207 -2.8429
H 4.7795 0.1914 -2.2765
H 4.5689 1.5183 -1.1436
H 2.1176 0.1988 -3.7884
H 1.1689 -0.7601 -2.6460
H 2.8264 -1.2303 -3.0449
H 2.8065 2.0026 0.7563
H 2.4672 4.6283 -0.7939
H 3.8904 3.5793 -0.9046
H 3.4830 4.3602 0.6137
H 0.5048 4.0282 0.5781
H 1.4693 3.6522 2.0018
H 0.3461 2.4544 1.3535
C -1.9632 -1.7567 3.5419
Si -2.2785 -2.7585 2.0325
C -4.0471 -3.1067 1.6982
C -1.2052 -4.2025 1.6599
As -1.4891 -0.8553 0.1556
Si -3.1321 1.1992 0.7352
C -2.3993 1.7845 2.3144
C -4.7445 0.3236 0.8165
C -2.8895 2.2360 -0.7580
Si -1.8731 -2.2578 -2.0068
C -3.5207 -3.0409 -1.7528
C -1.9025 -0.9433 -3.2923
C -0.3835 -3.3580 -1.9412
H -1.9575 -2.4378 4.4024
H -2.7698 -1.0413 3.6998
H -1.0096 -1.2270 3.5269
H -4.3380 -3.8538 2.4521
H -4.2249 -3.5535 0.7229
H -4.7017 -2.2506 1.8259
H -1.3138 -4.9084 2.4940
H -0.1461 -3.9733 1.5626
H -1.5422 -4.7117 0.7550
H -2.6281 1.1102 3.1381
H -2.8223 2.7651 2.5640
H -1.3188 1.9003 2.2477
H -4.9402 -0.0687 1.8138
H -4.8199 -0.4826 0.0865
H -5.5362 1.0466 0.5877
H -1.8772 2.6374 -0.8195
H -3.5841 3.0838 -0.7000
H -3.1185 1.6880 -1.6734
H -4.2242 -2.3783 -1.2485
H -3.4605 -3.9860 -1.2116
H -3.9369 -3.2602 -2.7432
H -2.8233 -0.3596 -3.2261
H -1.8860 -1.4138 -4.2829
H -1.0511 -0.2730 -3.2263
H -0.6063 -4.2870 -1.4119
H 0.4632 -2.8807 -1.4501
H -0.0685 -3.6302 -2.9540
*
```

Properties
maximum force = 0.96 eV/A
HOMO level (alpha / beta) = -16.88 / -17.52 eV
LUMO energy (alpha / beta) = -9.95 / -11.98 eV
molecular weight = 754.9 g/mol


Molecular formula: C12H13FeN
Method: DFT, the ωB97M-V functional and the def2-TZVPD basis

Geometry as ORCA input:
```
! wB97M-V def2-TZVPD RIJCOSX def2/J DEFGRID3
* xyz 0 5
Fe 0.0944 0.0681 0.8952
C 1.7897 -2.0335 -1.7719
H 1.3709 -1.2510 -1.0953
H 1.3353 -1.9601 -2.7634
H 1.5585 -3.0213 -1.3470
H 2.8298 -1.7743 -1.7682
H 0.3452 1.6116 0.9630
C -2.4292 -2.2318 2.9718
C -3.3736 -1.2507 3.2582
C -3.2869 0.0062 2.6504
C -2.2404 0.3405 1.8122
N -1.3306 -0.6799 1.5841
C -1.4016 -1.9311 2.1011
C -1.9659 1.6176 1.1362
C -2.8919 2.6909 1.1248
C -2.6585 3.8398 0.3608
C -1.5724 3.9135 -0.5169
C -0.6548 2.8446 -0.5520
C -0.7172 1.8148 0.4408
H -2.4929 -3.2235 3.4273
H -4.1874 -1.4516 3.9610
H -4.0312 0.7729 2.8577
H -0.6312 -2.6553 1.8203
H -3.7834 2.6176 1.7377
H -3.3322 4.6878 0.4633
H -1.4314 4.8067 -1.1246
H 0.1188 2.8521 -1.3247
*
```

Properties
ΔE to the lowest compared entry with this formula, charge and spin = 90.4 kJ/mol
maximum force = 4.67 eV/A
HOMO level (alpha / beta) = -4.92 / -7.45 eV
LUMO energy (alpha / beta) = -0.06 / -0.08 eV
molecular weight = 227.1 g/mol


- Among the records above, which one has the lowest maximum force?
  C24H48AsF5PRuSSi3


- What is the formula in the second record?
  C12H13FeN


- maximum force of number 1 (C24H48AsF5PRuSSi3)?
  0.96 eV/A